{
  "formula": "C17H37BIO8",
  "method": "wB97M-V/def2-TZVPD",
  "species": ["C", "C", "C", "B", "O", "C", "C", "I", "O", "H", "H", "H", "H", "H", "H", "H", "H", "H", "C", "O", "C", "C", "O", "C", "C", "O", "C", "H", "H", "H", "H", "H", "H", "H", "H", "H", "H", "H", "H", "H", "H", "C", "O", "C", "C", "O", "C", "C", "O", "C", "H", "H", "H", "H", "H", "H", "H", "H", "H", "H", "H", "H", "H", "H"],
  "coordinates": [[-2.968, 3.860, -0.227], [-3.724, 2.831, -0.508], [-3.128, 1.451, -0.511], [-2.373, 1.237, -1.971], [-3.424, 1.326, -3.029], [-3.417, 0.019, -3.606], [-1.905, -0.300, -3.531], [-0.878, 1.148, -4.836], [-1.677, -0.061, -2.205], [-3.381, 4.798, 0.120], [-1.910, 3.735, -0.402], [-4.765, 2.923, -0.793], [-2.456, 1.315, 0.337], [-3.974, 0.765, -0.361], [-1.559, 2.154, -2.003], [-3.991, -0.666, -2.976], [-3.813, 0.207, -4.603], [-1.556, -1.259, -3.895], [3.013, 2.382, 3.926], [3.195, 2.360, 2.529], [2.501, 1.313, 1.863], [1.734, 1.801, 0.650], [0.622, 2.638, 0.912], [0.826, 3.935, 1.437], [1.525, 4.917, 0.518], [2.894, 4.598, 0.317], [3.314, 4.629, -1.031], [3.715, 1.699, 4.419], [3.212, 3.397, 4.272], [1.987, 2.123, 4.206], [1.817, 0.795, 2.543], [3.254, 0.592, 1.521], [1.309, 0.919, 0.164], [2.399, 2.256, -0.088], [1.310, 3.893, 2.415], [-0.180, 4.327, 1.612], [1.485, 5.911, 0.983], [0.981, 4.965, -0.431], [2.524, 4.308, -1.715], [4.154, 3.941, -1.136], [3.648, 5.637, -1.303], [1.470, -6.306, 1.760], [1.397, -5.081, 1.069], [1.661, -5.173, -0.323], [0.628, -4.445, -1.163], [-0.676, -5.002, -1.170], [-1.451, -4.964, 0.020], [-1.868, -3.586, 0.496], [-0.776, -2.831, 0.974], [-0.722, -1.498, 0.476], [2.505, -6.531, 2.044], [0.871, -6.212, 2.666], [1.062, -7.132, 1.168], [1.725, -6.218, -0.645], [2.635, -4.701, -0.501], [0.968, -4.506, -2.200], [0.595, -3.382, -0.919], [-0.966, -5.529, 0.819], [-2.367, -5.510, -0.224], [-2.575, -3.712, 1.328], [-2.391, -3.069, -0.315], [-1.092, -1.421, -0.548], [0.322, -1.180, 0.477], [-1.295, -0.832, 1.128]],
  "lowdin_charge": [-0.045, -0.226, -0.139, -0.829, -0.134, -0.250, -0.674, 0.738, -0.120, 0.034, 0.038, 0.094, 0.077, 0.086, 0.085, 0.118, 0.099, 0.073, -0.125, -0.198, -0.189, -0.171, -0.114, -0.186, -0.192, -0.198, -0.117, 0.083, 0.085, 0.086, 0.122, 0.126, 0.118, 0.114, 0.110, 0.124, 0.123, 0.126, 0.090, 0.084, 0.082, -0.124, -0.194, -0.195, -0.179, -0.120, -0.184, -0.201, -0.199, -0.078, 0.084, 0.086, 0.084, 0.119, 0.125, 0.128, 0.115, 0.107, 0.124, 0.124, 0.129, 0.072, 0.077, 0.092],
  "charge": -1,
  "lumo_energy_ev": 2.6,
  "max_force_ha_per_bohr": 0.0470
}

{
  "formula": "C17H37BeCoFN2O16P3S",
  "method": "wB97M-V/def2-TZVPD",
  "species": ["Be", "Co", "S", "O", "O", "O", "O", "F", "C", "O", "P", "O", "O", "C", "O", "C", "H", "H", "H", "H", "H", "H", "H", "H", "H", "C", "O", "P", "O", "O", "C", "O", "C", "H", "H", "H", "H", "H", "H", "H", "H", "H", "C", "O", "P", "O", "O", "C", "O", "C", "H", "H", "H", "H", "H", "H", "H", "H", "H", "N", "C", "C", "C", "C", "H", "H", "H", "H", "H", "N", "C", "C", "C", "C", "H", "H", "H", "H", "H"],
  "coordinates": [[-1.968, 0.908, 2.597], [1.504, -0.648, 3.422], [0.492, -0.645, 1.004], [0.667, -1.697, -0.004], [0.039, -1.204, 2.239], [1.759, -0.129, 1.515], [-0.452, 0.416, 0.702], [-0.023, 0.554, 4.203], [-5.358, 1.359, -2.354], [-5.058, 1.325, -0.972], [-4.065, 2.408, -0.319], [-3.518, 2.055, 1.055], [-2.898, 2.672, -1.403], [-2.072, 1.631, -1.801], [-4.952, 3.678, -0.233], [-4.298, 4.887, 0.343], [-4.707, 1.833, -3.088], [-6.363, 1.781, -2.353], [-5.517, 0.345, -2.720], [-1.174, 2.237, -1.916], [-2.361, 1.413, -2.830], [-1.971, 0.746, -1.173], [-3.716, 5.427, -0.403], [-3.727, 4.553, 1.210], [-5.077, 5.586, 0.649], [-0.631, 5.493, -0.768], [-1.147, 4.645, 0.204], [-0.475, 4.388, 1.624], [-1.068, 3.278, 2.435], [-0.623, 5.906, 2.339], [0.397, 6.920, 2.198], [1.107, 4.315, 1.366], [1.753, 3.253, 0.666], [0.341, 5.853, -0.431], [-1.384, 6.277, -0.848], [-0.603, 5.066, -1.771], [-0.121, 7.847, 2.441], [0.667, 6.996, 1.144], [1.276, 6.821, 2.835], [1.279, 2.335, 1.014], [2.842, 3.281, 0.691], [1.501, 3.369, -0.388], [3.754, -5.421, 1.034], [3.091, -4.409, 1.795], [3.797, -2.922, 2.081], [2.967, -1.960, 2.934], [4.280, -2.363, 0.606], [3.440, -2.400, -0.563], [5.271, -3.410, 2.611], [5.430, -4.157, 3.765], [3.439, -6.382, 1.442], [4.824, -5.510, 1.218], [3.618, -5.296, -0.041], [3.120, -1.405, -0.873], [2.582, -3.045, -0.376], [4.002, -2.896, -1.355], [4.518, -4.633, 4.126], [5.920, -3.495, 4.478], [6.121, -4.965, 3.523], [-0.422, -1.195, -2.758], [0.500, -0.333, -3.286], [0.286, -0.040, -4.661], [-0.757, -0.920, -4.945], [-1.238, -1.509, -3.812], [-0.406, -1.662, -1.862], [1.232, 0.013, -2.571], [0.875, 0.580, -5.322], [-1.136, -1.166, -5.926], [-2.086, -2.150, -3.618], [0.042, -4.557, -0.044], [-0.014, -5.485, 0.913], [-0.901, -6.493, 0.604], [-1.728, -5.960, -0.364], [-1.062, -4.844, -0.843], [0.674, -3.778, -0.160], [0.830, -5.474, 1.586], [-1.242, -7.392, 1.095], [-2.666, -6.239, -0.821], [-1.252, -4.262, -1.732]],
  "lowdin_spin": [-0.002, 2.755, 0.010, 0.009, 0.072, 0.069, 0.005, 0.041, 0.000, 0.000, 0.000, 0.000, 0.000, 0.000, 0.000, 0.000, 0.000, 0.000, 0.000, 0.000, 0.000, 0.000, 0.000, 0.000, 0.000, 0.000, 0.000, 0.000, 0.000, 0.000, 0.000, 0.000, 0.000, 0.000, 0.000, 0.000, 0.000, 0.000, 0.000, 0.000, 0.000, 0.000, 0.000, 0.001, 0.006, 0.031, 0.000, 0.000, 0.003, 0.000, 0.000, 0.000, 0.000, 0.000, 0.000, 0.000, 0.000, 0.000, 0.000, 0.000, 0.000, 0.000, 0.000, 0.000, 0.000, 0.000, 0.000, 0.000, 0.000, 0.000, 0.000, 0.000, 0.000, 0.000, 0.000, 0.000, 0.000, 0.000, 0.000],
  "multiplicity": 4,
  "charge": 1,
  "lumo_energy_ev": [-6.5, -6.4],
  "max_force_ha_per_bohr": 0.1293
}